The following is a DFT calculation (wB97M-V/def2-TZVPD) of a molecular structure, C39H48CaN10OSiTe.

Last column: Löwdin charge in e.
CARTESIAN COORDINATES (ANGSTROEM)
Ca (-0.3616, 0.0624, 0.1370)  1.30
N (-3.5045, -1.7297, -0.2634)  0.15
C (-3.7116, -0.3850, -0.0336)  -0.31
C (-5.0440, 0.0071, 0.1974)  -0.01
C (-5.3171, 1.3236, 0.4515)  -0.07
C (-4.2742, 2.2515, 0.4673)  -0.06
C (-3.0083, 1.7813, 0.2219)  -0.15
N (-2.7187, 0.4915, -0.0206)  0.02
C (-2.4051, -2.5132, -0.6125)  -0.32
C (-2.6897, -3.8245, -1.0086)  -0.02
C (-1.6485, -4.6620, -1.3285)  -0.06
C (-0.3460, -4.1860, -1.2592)  -0.07
C (-0.1592, -2.8786, -0.8734)  -0.14
N (-1.1663, -2.0518, -0.5444)  0.02
H (-4.3702, -2.2207, -0.4114)  0.13
H (-5.8327, -0.7334, 0.1732)  0.11
H (-6.3375, 1.6375, 0.6340)  0.10
H (-4.4410, 3.3000, 0.6665)  0.10
H (-2.1647, 2.4613, 0.2110)  0.10
H (-3.7171, -4.1613, -1.0635)  0.11
H (-1.8501, -5.6790, -1.6408)  0.11
H (0.5041, -4.7991, -1.5176)  0.10
H (0.8363, -2.4523, -0.8054)  0.10
C (0.6648, 3.2171, 1.5211)  -0.04
C (-0.2161, 2.5047, 2.5024)  -0.36
C (-0.5762, 3.0643, 3.7105)  -0.08
C (-1.4043, 2.3102, 4.5547)  -0.10
C (-1.8093, 1.0580, 4.1929)  -0.04
C (-1.3756, 0.4920, 2.9485)  -0.46
N (-0.6114, 1.2772, 2.1304)  -0.01
N (-1.6448, -0.7292, 2.5038)  -0.07
Si (-2.2965, -2.0433, 3.3570)  0.36
C (-1.7593, -2.1883, 5.1600)  -0.18
C (-4.1910, -2.0298, 3.3697)  -0.18
C (-1.7600, -3.6418, 2.5120)  -0.16
H (0.9882, 4.1867, 1.9019)  0.07
H (0.1302, 3.3823, 0.5790)  0.05
H (1.5459, 2.5988, 1.2842)  0.06
H (-0.2288, 4.0507, 3.9852)  0.09
H (-1.7235, 2.7234, 5.5064)  0.09
H (-2.4532, 0.4730, 4.8338)  0.07
H (-2.2637, -1.4777, 5.8176)  0.01
H (-0.6829, -2.0191, 5.2505)  0.03
H (-1.9697, -3.1948, 5.5320)  0.02
H (-4.5765, -1.1059, 3.8098)  0.02
H (-4.5859, -2.8723, 3.9461)  0.02
H (-4.5851, -2.1001, 2.3528)  -0.01
H (-0.9173, -3.4469, 1.8461)  0.01
H (-2.5609, -4.0903, 1.9190)  0.01
H (-1.4332, -4.3822, 3.2454)  0.02
N (-1.0232, 5.5849, -5.7741)  0.14
C (-0.8915, 4.7883, -4.9543)  -0.17
C (-0.7210, 3.7899, -3.9214)  -0.22
C (0.4626, 3.7318, -3.1959)  0.00
C (0.5739, 2.7741, -2.2008)  -0.11
N (-0.4060, 1.9112, -1.9086)  0.05
C (-1.5302, 1.9670, -2.6273)  -0.12
C (-1.7387, 2.8880, -3.6416)  0.01
H (1.2814, 4.4078, -3.3976)  0.12
H (1.4807, 2.6909, -1.6181)  0.06
H (-2.2959, 1.2406, -2.4003)  0.08
H (-2.6662, 2.8860, -4.1957)  0.12
N (2.7471, -2.2707, 5.1217)  0.05
C (2.8178, -1.9261, 4.0139)  -0.29
C (2.9130, -1.5037, 2.6756)  -0.27
C (4.1417, -1.6138, 1.9126)  -0.10
C (4.1896, -1.1885, 0.6472)  -0.11
C (3.0346, -0.4713, -0.0083)  -0.41
N (1.7481, -0.7301, 0.7066)  -0.13
C (1.7722, -1.1356, 1.9515)  -0.19
H (4.9873, -2.1278, 2.3609)  0.09
H (5.0629, -1.3894, 0.0364)  0.08
H (2.9082, -1.0005, -0.9846)  0.09
H (0.8036, -1.2302, 2.4465)  0.09
C (2.3401, -2.8994, -5.4999)  -0.52
Te (0.3884, -2.2532, -4.7970)  1.08
C (1.3716, -0.7806, -3.6106)  -0.47
H (2.9341, -3.2818, -4.6708)  -0.02
H (2.8733, -2.0728, -5.9685)  -0.02
H (2.2109, -3.6935, -6.2364)  -0.03
H (1.6841, 0.0408, -4.2525)  0.00
H (2.2475, -1.2273, -3.1448)  -0.01
H (0.7225, -0.3842, -2.8372)  -0.04
O (-4.2427, -0.6632, -3.4544)  -0.08
C (-3.0568, -0.9056, -3.5926)  -0.65
N (-1.9070, -1.1410, -3.7262)  -0.06
C (4.8143, 1.5540, -2.0918)  -0.08
C (4.3773, 1.7848, -0.6144)  -0.64
C (4.0912, 3.2910, -0.4762)  -0.10
C (5.5978, 1.4847, 0.2661)  -0.09
C (3.1277, 1.0259, -0.2244)  -0.15
H (5.6992, 2.1416, -2.3819)  0.06
H (3.9940, 1.8217, -2.7650)  0.06
H (5.0418, 0.4965, -2.2509)  0.07
H (4.9369, 3.8994, -0.8245)  0.06
H (3.8813, 3.5298, 0.5673)  0.07
H (3.2118, 3.5718, -1.0658)  0.05
H (6.3481, 2.2776, 0.1495)  0.06
H (6.0729, 0.5420, -0.0033)  0.05
H (5.3038, 1.4247, 1.3146)  0.08
H (2.3073, 1.2870, -0.9023)  0.01

As for the LUMO energy: 0.12897 Ha. As for the spin multiplicity: 1. For the highest occupied orbital energy, the calculation gives 0.1 eV. The net charge is -2.

The following is a DFT calculation (wB97M-V/def2-TZVPD) of C4H7ClN2 in the gas phase.

Last column: Löwdin charge in e.
CARTESIAN COORDINATES (ANGSTROEM)
C (1.4249, 1.0772, -0.4135)  -0.08
C (0.6011, 0.1440, 0.4159)  -0.50
C (0.2274, -1.0434, -0.3529)  -0.09
C (-1.0753, -1.3821, -0.2447)  -0.23
N (-1.8146, -0.4902, 0.5862)  -0.51
Cl (-3.0993, 0.2015, -0.2708)  0.59
N (-0.6801, 0.7568, 0.6614)  0.01
H (2.2345, 0.6902, -1.1015)  0.09
H (1.9084, 1.8138, 0.2861)  0.08
H (0.5594, 1.6271, -1.0311)  0.13
H (1.1861, -0.2551, 1.1989)  0.13
H (0.9789, -1.7784, -0.7184)  0.12
H (-1.4769, -2.3896, -0.6862)  0.14
H (-0.9744, 1.0283, 1.6706)  0.14

As for the LUMO energy: 0.03431 Ha. As for the spin multiplicity: 1. For the highest occupied orbital energy, the calculation gives -8.8 eV.

The following is a DFT calculation (wB97M-V/def2-TZVPD) of a molecular structure, C46H75BIrN9PS.

Last column: Löwdin spin population.
CARTESIAN COORDINATES (ANGSTROEM)
Ir (0.3517, 0.2858, 0.0580)  0.00
C (-1.8336, 1.8874, -4.3530)  0.00
C (-0.3767, 1.6547, -3.9118)  0.00
C (-0.1215, 0.1738, -3.8444)  0.00
C (-0.1985, 2.3920, -2.6122)  0.00
C (-0.4178, 3.7767, -2.5774)  0.00
C (-0.8088, 4.0505, -1.2953)  0.00
N (-0.7441, 2.9221, -0.5833)  0.00
N (-0.2701, 1.8962, -1.3539)  0.00
B (-1.8392, 2.4884, 0.3950)  0.00
N (-1.2845, 2.1640, 1.7640)  0.00
C (-1.7682, 2.5492, 2.9495)  0.00
C (-1.6389, 1.4960, 3.8263)  0.00
C (-1.1049, 0.4515, 3.0671)  0.00
N (-0.8397, 0.8943, 1.8249)  0.00
C (-1.0875, -0.9815, 3.4546)  0.01
C (-0.7562, -1.2032, 4.9254)  0.00
C (-2.4425, -1.5968, 3.0799)  0.00
N (-2.4637, 1.1492, -0.1885)  0.00
C (-3.7384, 1.0373, -0.5623)  0.00
C (-3.9385, -0.1939, -1.1322)  0.00
C (-2.6954, -0.8331, -1.0920)  0.00
N (-1.7917, -0.0263, -0.5054)  0.00
C (-2.4928, -2.2013, -1.6756)  0.00
C (-2.9317, -2.2369, -3.1439)  0.00
C (-3.3175, -3.2190, -0.8791)  0.00
H (-2.0082, 1.4002, -5.3127)  0.00
H (-2.0683, 2.9438, -4.4617)  0.00
H (-2.5219, 1.4583, -3.6204)  0.00
H (0.2720, 2.1080, -4.6643)  0.00
H (-0.7752, -0.3003, -3.1115)  0.00
H (0.9047, -0.0341, -3.5650)  0.00
H (-0.3055, -0.2795, -4.8173)  0.00
H (-0.4431, 4.4363, -3.4270)  0.00
H (-1.2183, 4.9458, -0.8585)  0.00
H (-2.6903, 3.3207, 0.4785)  0.00
H (-2.2307, 3.5152, 3.0616)  0.00
H (-1.9616, 1.4499, 4.8507)  0.00
H (-0.3291, -1.4574, 2.8417)  0.00
H (-1.5521, -0.8283, 5.5700)  0.00
H (0.1758, -0.7112, 5.2101)  0.00
H (-0.6527, -2.2691, 5.1303)  0.00
H (-3.2517, -1.1105, 3.6266)  0.00
H (-2.4621, -2.6595, 3.3305)  0.00
H (-2.6433, -1.4855, 2.0120)  0.00
H (-4.4164, 1.8586, -0.4014)  0.00
H (-4.8551, -0.5859, -1.5347)  0.00
H (-1.4351, -2.4517, -1.6307)  0.00
H (-4.0030, -2.0580, -3.2340)  0.00
H (-2.7266, -3.2209, -3.5670)  0.00
H (-2.4181, -1.4911, -3.7496)  0.00
H (-4.3731, -2.9488, -0.9153)  0.00
H (-3.0263, -3.2604, 0.1704)  0.00
H (-3.2216, -4.2174, -1.3066)  0.00
C (4.6158, -2.4371, 5.0812)  -0.01
C (3.6464, -1.4904, 4.4283)  0.00
C (3.4717, -0.1943, 4.9202)  0.14
C (2.5579, 0.6758, 4.3307)  0.00
C (2.2852, 2.0395, 4.9026)  -0.01
C (1.8540, 0.2463, 3.2202)  0.11
C (1.9915, -1.0475, 2.6627)  0.03
C (2.9082, -1.9041, 3.3379)  0.10
N (1.2452, -1.4100, 1.5633)  0.51
C (1.0839, -2.9172, 1.3118)  0.03
C (0.5755, -3.7193, 2.5443)  0.01
C (0.3508, -5.1899, 2.1744)  0.00
C (-0.7205, -5.2778, 1.0866)  0.00
C (-0.2320, -4.5177, -0.1460)  0.00
C (1.0557, -5.1642, -0.6532)  0.00
C (2.1197, -5.0720, 0.4375)  0.00
C (1.6535, -5.8154, 1.6855)  0.00
C (2.3716, -3.5971, 0.7714)  0.02
C (0.0273, -3.0518, 0.2272)  0.00
H (5.0746, -1.9889, 5.9596)  0.00
H (5.4126, -2.7190, 4.3915)  0.00
H (4.1139, -3.3530, 5.3945)  0.00
H (4.0332, 0.1252, 5.7906)  0.01
H (3.0538, 2.3356, 5.6141)  0.00
H (1.3259, 2.0458, 5.4236)  0.00
H (2.2191, 2.7937, 4.1159)  0.00
H (1.1324, 0.9163, 2.7998)  0.00
H (3.0740, -2.9129, 3.0068)  0.00
H (-0.3780, -3.3232, 2.8825)  0.00
H (1.2646, -3.6644, 3.3845)  0.00
H (0.0053, -5.7078, 3.0719)  0.00
H (-1.6606, -4.8524, 1.4496)  0.00
H (-0.9161, -6.3216, 0.8313)  0.00
H (-0.9879, -4.5527, -0.9326)  0.00
H (1.4019, -4.6588, -1.5582)  0.00
H (0.8716, -6.2072, -0.9199)  0.00
H (3.0594, -5.4997, 0.0788)  0.00
H (2.4174, -5.7686, 2.4675)  0.00
H (1.4980, -6.8712, 1.4527)  0.00
H (2.6816, -3.0873, -0.1354)  0.00
H (3.2137, -3.5378, 1.4592)  0.00
H (-0.8924, -2.5772, 0.5828)  0.00
H (0.3720, -2.4917, -0.6506)  0.00
S (1.7559, 2.2380, 0.8100)  0.01
C (3.4643, 2.5606, 0.8963)  0.00
N (4.2255, 2.0306, 1.8445)  0.00
C (5.6197, 2.4097, 2.0799)  0.00
C (6.2274, 2.9125, 0.7811)  0.00
C (5.3375, 3.9862, 0.1774)  0.00
N (3.9719, 3.4678, 0.0750)  0.00
H (3.7472, 1.4389, 2.5126)  0.00
H (6.1472, 1.5325, 2.4515)  0.00
H (5.6578, 3.1804, 2.8533)  0.00
H (6.3416, 2.0852, 0.0774)  0.00
H (7.2176, 3.3211, 0.9739)  0.00
H (5.6647, 4.2557, -0.8251)  0.00
H (5.3398, 4.8912, 0.7889)  0.00
H (3.3267, 3.8577, -0.5966)  0.00
C (4.9371, -1.3869, -0.7309)  0.00
C (3.6495, -0.7471, -0.2017)  0.00
P (2.2766, -0.3711, -1.3877)  0.00
C (2.3970, -1.9112, -2.4533)  0.00
C (1.2797, -2.6102, -3.2282)  0.00
C (3.2624, 0.8718, -2.3504)  0.00
C (2.8101, 1.6981, -3.5424)  0.00
H (5.6650, -1.4221, 0.0812)  0.00
H (5.4019, -0.8406, -1.5485)  0.00
H (4.7835, -2.4138, -1.0583)  0.00
H (3.8783, 0.2013, 0.2714)  0.00
H (3.2588, -1.3782, 0.5853)  0.00
H (2.8122, -2.6468, -1.7669)  0.00
H (3.2159, -1.6847, -3.1410)  0.00
H (0.3228, -2.6001, -2.7095)  0.00
H (1.5682, -3.6508, -3.3723)  0.00
H (1.1335, -2.1876, -4.2175)  0.00
H (4.0997, 0.2528, -2.6755)  0.00
H (3.6649, 1.5383, -1.5865)  0.00
H (2.4659, 1.0820, -4.3704)  0.00
H (3.6684, 2.2640, -3.9071)  0.00
H (2.0339, 2.4130, -3.2777)  0.00

As for the LUMO energy (spin up / spin down): -0.21226 / -0.25107 Ha. The expectation value of S² is 0.7889. As for the spin multiplicity: 2. For the highest occupied orbital energy (spin up / spin down), the calculation gives -13.3 / -13.3 eV. The net charge is +2.

The following is a DFT calculation (wB97M-V/def2-TZVPD) of 2 unconnected molecules or ions with the total composition H4OS2.

Last column: Löwdin charge in e.
CARTESIAN COORDINATES (ANGSTROEM)
S (0.0000, 0.0000, 0.0000)  0.21
S (1.9160, -0.2942, 0.7649)  0.21
H (-0.1921, -1.2380, -0.5029)  -0.21
H (2.6875, -0.4973, -0.3242)  -0.22
O (4.2662, 0.9706, -1.9150)  -0.10
H (3.7907, 1.7799, -1.6197)  0.05
H (4.2210, 1.0010, -2.8975)  0.05

As for the LUMO energy: 0.01430 Ha. As for the spin multiplicity: 1. For the highest occupied orbital energy, the calculation gives -9.1 eV.

The following is a DFT calculation (wB97M-V/def2-TZVPD) of a molecular structure, C16H34N3OPSSiW.

Last column: Löwdin charge in e.
CARTESIAN COORDINATES (ANGSTROEM)
W (-0.3210, -0.1643, -0.1977)  0.59
Si (-0.0566, -2.2375, -1.3251)  0.34
P (0.5457, 1.1075, -1.8503)  0.53
N (-2.1348, -0.1906, -0.1323)  -0.18
H (2.3482, 0.3195, -0.1295)  0.14
C (0.8735, 2.8160, -1.3961)  -0.25
H (1.2151, 3.3182, -2.3158)  0.07
H (1.6531, 2.8426, -0.6184)  0.03
H (-0.0452, 3.2994, -1.0308)  0.07
C (1.8706, 0.6153, -2.9895)  -0.22
H (1.9715, 1.4758, -3.6635)  0.07
H (1.5644, -0.2722, -3.5535)  0.07
H (2.7857, 0.4254, -2.4230)  0.03
C (-0.9043, 1.2003, -2.9880)  -0.23
H (-0.6130, 1.9206, -3.7687)  0.07
H (-1.8167, 1.5624, -2.4977)  0.05
H (-1.1169, 0.2318, -3.4621)  0.05
C (1.6536, -3.0591, -1.2204)  -0.32
H (1.8865, -3.4290, -0.2225)  0.01
H (2.4782, -2.4001, -1.4908)  -0.01
H (1.7514, -3.9355, -1.8689)  0.04
H (-0.9133, -3.3377, -0.7934)  -0.06
H (-0.2821, -2.2586, -2.7956)  -0.07
C (-3.5254, -0.1521, -0.3370)  -0.35
C (-5.6741, 0.8782, -0.0378)  -0.08
C (-4.3358, 0.8604, 0.2378)  -0.05
C (-4.1258, -1.1166, -1.1790)  -0.03
C (-5.4790, -1.0348, -1.4200)  -0.07
C (-6.3130, -0.0623, -0.8664)  -0.03
H (-6.2948, 1.6321, 0.4054)  0.11
H (-3.8333, 1.6100, 0.8832)  0.12
H (-3.4568, -1.8650, -1.5996)  0.11
H (-5.9145, -1.7723, -2.0501)  0.10
H (-7.3462, -0.0404, -1.0666)  0.10
C (3.9422, 0.0323, 0.4390)  -0.32
O (3.2026, -0.3734, -0.5785)  0.05
C (3.5060, 0.8146, 1.5985)  -0.04
H (4.3354, 1.4907, 1.9659)  0.14
H (3.2256, 0.1454, 2.4537)  0.12
H (2.6475, 1.4738, 1.3661)  0.08
C (5.3305, -0.3706, 0.4511)  0.03
H (6.0412, 0.4766, 0.5428)  0.14
H (5.6772, -0.9309, -0.4119)  0.12
H (5.6116, -0.9943, 1.3220)  0.14
C (0.7381, 1.2120, 5.2898)  -0.03
N (0.4996, 0.9005, 3.8760)  0.00
C (0.1348, -0.3034, 3.4248)  -0.57
S (0.6367, -0.8767, 1.7402)  0.60
N (-0.5277, -1.2166, 4.1641)  0.00
C (-1.2918, -0.9603, 5.3634)  -0.04
H (1.0936, 0.3428, 5.8439)  0.10
H (-0.1598, 1.6172, 5.7681)  0.10
H (1.5233, 1.9886, 5.3331)  0.11
H (0.8997, 1.4966, 3.1915)  0.11
H (-0.6842, -2.0900, 3.6567)  0.14
H (-2.1360, -1.6494, 5.3813)  0.11
H (-0.6710, -1.1308, 6.2508)  0.10
H (-1.6849, 0.0600, 5.3816)  0.10

As for the LUMO energy (spin up / spin down): -0.28114 / -0.28167 Ha. As for the spin multiplicity: 1. For the highest occupied orbital energy (spin up / spin down), the calculation gives -12.6 / -12.6 eV. The net charge is +2.

The following is a DFT calculation (wB97M-V/def2-TZVPD) of C20H22Cl2N2O6 in the gas phase.

Last column: Löwdin charge in e.
CARTESIAN COORDINATES (ANGSTROEM)
C (3.5128, 3.3349, 1.4048)  -0.06
C (2.1973, 3.3661, 0.6486)  -0.21
O (1.5337, 2.1182, 0.8447)  -0.01
C (0.6043, 1.7808, -0.0597)  -0.43
O (0.3104, 2.4971, -0.9947)  0.09
C (0.0356, 0.4613, 0.2132)  -0.03
C (-1.0261, -0.0354, -0.4584)  -0.15
C (-1.7850, 0.7013, -1.5293)  -0.05
O (-3.1841, 0.4226, -1.4756)  0.02
C (-3.8075, 0.8036, -0.3549)  -0.48
O (-3.2546, 1.3137, 0.5811)  0.15
C (-5.2791, 0.4917, -0.4145)  -0.40
C (-5.9308, 0.7130, -1.7585)  -0.03
C (-6.0363, 0.7320, 0.8718)  -0.08
C (-5.7139, -0.6636, 0.4607)  -1.13
Cl (-7.0073, -1.6998, -0.1008)  0.67
Cl (-4.4942, -1.5852, 1.3439)  0.73
N (-1.4946, -1.2937, -0.1909)  0.17
C (-1.1085, -2.0476, 0.9152)  -0.56
O (-1.6563, -3.0933, 1.1785)  0.05
N (-0.1237, -1.4984, 1.6517)  0.16
C (0.7189, -0.3769, 1.2717)  -0.20
C (2.0663, -0.8528, 0.7625)  -0.18
C (3.2445, -0.4840, 1.4000)  -0.03
C (4.4650, -0.9086, 0.9217)  0.00
C (4.5376, -1.7258, -0.2080)  -0.28
O (5.7887, -2.0902, -0.5969)  -0.08
C (5.9301, -2.9194, -1.7252)  -0.09
C (3.3603, -2.1044, -0.8447)  -0.01
C (2.1415, -1.6644, -0.3590)  -0.01
H (4.0349, 4.2772, 1.2666)  0.08
H (4.1352, 2.5235, 1.0365)  0.07
H (3.3316, 3.1829, 2.4654)  0.08
H (1.5483, 4.1696, 1.0156)  0.13
H (2.3547, 3.5167, -0.4249)  0.12
H (-1.4649, 0.3723, -2.5210)  0.15
H (-1.6056, 1.7750, -1.4305)  0.13
H (-5.8164, 1.7536, -2.0549)  0.10
H (-6.9891, 0.4749, -1.7078)  0.07
H (-5.4649, 0.0836, -2.5127)  0.09
H (-7.0644, 1.0531, 0.8079)  0.12
H (-5.4751, 1.1501, 1.6950)  0.12
H (-2.3190, -1.6239, -0.6755)  0.15
H (0.1978, -2.0598, 2.4258)  0.16
H (0.8790, 0.2409, 2.1643)  0.15
H (3.2021, 0.1486, 2.2737)  0.11
H (5.3854, -0.6247, 1.4071)  0.12
H (5.5358, -2.4412, -2.6276)  0.10
H (7.0010, -3.0779, -1.8413)  0.09
H (5.4358, -3.8851, -1.5790)  0.10
H (3.3779, -2.7373, -1.7177)  0.10
H (1.2347, -1.9642, -0.8638)  0.12

As for the LUMO energy: 0.02113 Ha. As for the spin multiplicity: 1. For the highest occupied orbital energy, the calculation gives -8.4 eV.

For reference, energy relative to the best compared isomer or geometry (same formula, charge and spin) by record: 1.2415; 4.5492; 1.1465; 0.1479; 2.0093; 0.2162 eV.
For reference, total energy by record: -3372.98348; -726.17337; -3158.96183; -873.99553; -1964.97532; -2256.69572 Ha.